A molecular structure, C3H4MgO2 in a non-equilibrium geometry, computed with ωB97M-V/def2-TZVPD.

Cartesian coordinates (Å):
1 O 0.554 1.122 0.577
2 C 0.199 -0.024 -0.099
3 Mg -1.355 -0.287 -1.794
4 O 0.578 -0.307 -1.306
5 C 0.243 0.534 1.871
6 H 1.142 0.517 2.500
7 H -0.565 1.096 2.355
8 C -0.175 -0.799 1.247
9 H 0.525 -1.637 1.369
10 H -1.158 -1.164 1.562

Calculated values
Multiplicity: 2
Energy above the lowest of the compared OMol25 structures with the same formula, charge and spin in eV: 0.8524
E in Eh: -466.967171
Net charge: +1
LUMO level (alpha / beta) in eV: -5.345 / -5.676
⟨S²⟩: 0.751

The computed Mulliken charges, all in e, follow: -0.284, 0.764, 0.482, -0.589, -0.235, 0.260, 0.268, -0.233, 0.263, 0.303